{
  "formula": "C2H8S",
  "method": "ωB97M-V/def2-TZVPD",
  "smiles": "CS.C",
  "multiplicity": 1,
  "total_energy_ev": -13038.4339,
  "charge": 0,
  "lumo_energy_ha": 0.040,
  "e_above_lowest_kj_mol": 31.6,
  "homo_lumo_gap_ev": 10.144,
  "symbols": ["C", "S", "H", "H", "H", "H", "C", "H", "H", "H", "H"],
  "xyz": [[-2.31490, -0.71763, 0.76021], [-2.00092, -0.38644, -0.96084], [-1.49748, -1.36645, 1.06820], [-2.33758, 0.15776, 1.40407], [-3.20314, -1.30618, 0.98423], [-3.15678, -0.54101, -1.61067], [5.69749, 1.34604, 0.91334], [4.91599, 0.69850, 0.53355], [6.57170, 1.11461, 0.29254], [6.09752, 1.22156, 1.91451], [5.42753, 2.39163, 0.81152]],
  "mulliken_charge": [-0.700, -0.207, 0.237, 0.274, 0.292, 0.104, -0.919, 0.223, 0.235, 0.234, 0.226]
}